(1)
{"formula": "C19H33Cl2N4O4Sn", "method": "ωB97M-V/def2-TZVPD", "species": ["O", "C", "C", "C", "H", "C", "H", "C", "H", "C", "H", "C", "H", "H", "C", "C", "H", "H", "H", "C", "C", "H", "H", "H", "H", "Sn", "Cl", "Cl", "H", "H", "C", "C", "N", "H", "C", "O", "H", "H", "H", "H", "H", "H", "C", "C", "N", "H", "C", "O", "H", "H", "H", "H", "C", "N", "C", "N", "O", "H", "H", "H", "H", "H", "H"], "xyz": [[0.03025, 1.56478, -1.94927], [-0.69599, 1.49173, -2.93572], [-0.38369, 2.06872, -4.29027], [0.79876, 2.79720, -4.52297], [1.49372, 2.95852, -3.69815], [1.09350, 3.29093, -5.79704], [2.00021, 3.86645, -5.96619], [0.22521, 3.06800, -6.87352], [0.43244, 3.45913, -7.87765], [-0.93382, 2.30286, -6.66229], [-1.61674, 2.11569, -7.49859], [-1.21660, 1.79775, -5.39078], [-2.09311, 1.16378, -5.23876], [-1.62521, 0.88379, -2.90753], [-2.55244, 2.08430, -0.06535], [-2.22688, 0.90015, 0.76130], [-3.21494, 2.75676, 0.50899], [-3.07029, 1.82470, -1.00641], [-1.64250, 2.63705, -0.33303], [-2.92634, 0.41135, 1.78199], [-4.07597, 1.08575, 2.49830], [-2.66598, -0.55273, 2.22620], [-4.58737, 1.84894, 1.89720], [-3.73940, 1.56700, 3.42921], [-4.80872, 0.32320, 2.78996], [-0.14553, -0.02132, 0.59098], [1.00010, 2.20612, 0.67668], [-0.55194, -1.20857, -1.51662], [3.89457, 0.60631, -2.23909], [5.54139, 0.79101, -0.79669], [3.08030, 0.28102, -1.59149], [4.88757, 0.83594, 0.07406], [3.62583, 0.18154, -0.23531], [2.68968, -0.68633, -1.92659], [2.94909, -0.41406, 0.73679], [1.82383, -0.97452, 0.54709], [5.34674, 0.32253, 0.92483], [3.41845, -0.41160, 1.73980], [2.26872, 1.01710, -1.63459], [4.73547, 1.88812, 0.34547], [-1.56716, -5.33743, 2.71874], [-0.56545, -6.28337, 0.48682], [-2.00466, -4.52814, 2.11847], [-1.05909, -5.42737, 0.00337], [-1.18370, -4.30454, 0.92883], [-2.06937, -3.61282, 2.70783], [-0.50803, -3.17782, 0.70761], [-0.67524, -2.12310, 1.38491], [-0.46108, -5.09310, -0.85030], [0.20726, -3.21318, -0.13044], [-3.00442, -4.85180, 1.80381], [-2.05018, -5.74767, -0.34565], [-0.06815, -0.87184, 5.55936], [0.89325, 0.04010, 4.99417], [0.91233, 0.40539, 3.69079], [1.87605, 1.30080, 3.37194], [0.11893, -0.11758, 2.84991], [-0.01001, -1.84994, 5.07297], [-1.08925, -0.48421, 5.47440], [0.17504, -0.99419, 6.61536], [1.50440, 0.54984, 5.62434], [1.75125, 1.81576, 2.48664], [2.31495, 1.77715, 4.15120]], "forces_ev_per_angstrom": [[-1.06, 0.61, -2.33], [0.80, -0.34, 0.82], [0.55, 0.08, -0.42], [-0.16, 0.00, -0.11], [-0.26, -0.01, -0.12], [-0.27, -0.06, -0.08], [-0.08, -0.11, 0.12], [-0.38, -0.34, 0.28], [0.02, -0.12, 0.52], [0.23, 0.20, 0.04], [0.27, -0.01, 0.37], [-0.01, 0.07, 0.24], [0.16, 0.23, -0.02], [0.18, 0.25, 0.12], [-0.38, 0.87, 0.42], [0.17, -1.33, -0.05], [0.05, 0.22, -0.41], [0.19, -0.11, 0.34], [-0.22, -0.04, 0.05], [-0.33, 0.69, 0.02], [-0.38, -0.17, -0.05], [0.36, 0.15, 0.12], [0.11, -0.18, 0.11], [0.02, -0.07, -0.13], [-0.13, 0.18, 0.01], [-1.93, 0.78, -0.37], [1.06, 2.29, 0.14], [-0.54, -1.44, -2.14], [-0.02, -0.05, -0.11], [0.10, -0.08, 0.07], [0.01, 0.07, 0.46], [-0.69, 0.11, 0.12], [1.03, 0.79, -1.18], [0.01, 0.11, 0.12], [-1.49, -1.78, 0.90], [3.15, -0.45, 0.21], [0.11, 0.06, -0.14], [-0.24, 0.23, -0.48], [0.10, -0.17, 0.01], [0.09, -0.06, -0.05], [0.00, 0.15, -0.04], [-0.08, 0.14, -0.09], [0.04, 0.01, -0.47], [0.16, 0.28, 0.25], [-0.30, -0.93, 0.14], [0.06, -0.08, -0.19], [-0.08, 2.42, 1.10], [-0.02, -3.18, -0.57], [-0.16, -0.18, 0.10], [-0.29, 0.08, 0.25], [0.08, 0.16, 0.12], [0.21, 0.13, 0.04], [-0.17, -0.13, -0.03], [0.30, 0.23, 0.60], [-1.03, -0.77, -1.55], [0.18, 0.14, 0.44], [1.39, 0.95, 3.12], [-0.10, 0.16, 0.00], [0.10, -0.14, -0.05], [-0.04, -0.03, -0.02], [-0.32, -0.29, -0.21], [-0.04, -0.13, 0.01], [-0.10, -0.04, -0.40]], "total_charge": -1, "homo_lumo_gap_ev": [2.8, 2.6], "max_force_ha_per_bohr": 0.06899}


(2)
{"formula": "C19H34O3", "method": "ωB97M-V/def2-TZVPD", "species": ["C", "O", "C", "C", "C", "C", "C", "C", "C", "C", "C", "C", "C", "C", "C", "C", "C", "O", "O", "C", "C", "C", "H", "H", "H", "H", "H", "H", "H", "H", "H", "H", "H", "H", "H", "H", "H", "H", "H", "H", "H", "H", "H", "H", "H", "H", "H", "H", "H", "H", "H", "H", "H", "H", "H", "H"], "xyz": [[6.55725, 2.39417, 3.08592], [5.45920, 1.49088, 2.57286], [4.87968, 1.59154, 1.29540], [4.13502, 3.01746, 1.26022], [6.13096, 1.70202, 0.12792], [4.25164, 0.37363, 1.16613], [3.12617, 0.61222, -0.14182], [2.50646, -0.90091, -0.29256], [1.62715, -1.30714, 1.07267], [0.93504, -2.87755, 0.60360], [0.53169, -0.38420, 1.64107], [-0.31390, -0.27427, 0.19110], [-1.74747, -0.51464, 0.25235], [-2.64436, 0.00327, -0.85138], [-2.08156, 0.76538, -1.87386], [-3.87154, -0.84588, -0.68469], [-4.92659, -0.41942, -1.54084], [-5.01699, 0.17971, -2.64436], [-6.02860, -1.28296, -1.21439], [-7.16188, -1.11113, -2.11993], [-7.20432, -2.21080, -3.07059], [-8.38455, -1.36170, -1.23234], [6.22364, 3.52459, 3.05293], [7.38001, 2.33678, 2.46205], [6.76527, 2.05918, 4.25903], [4.82156, 3.98817, 1.29100], [3.73964, 3.24270, 0.37125], [3.42947, 3.15383, 2.21003], [5.67219, 1.66600, -0.80991], [6.61165, 2.70368, 0.23492], [6.80937, 0.73484, 0.42484], [4.76292, -0.45799, 1.07477], [3.43036, 0.25683, 2.01661], [2.34412, 1.16924, 0.24289], [3.65228, 0.66245, -0.92900], [3.25376, -1.54060, -0.26025], [1.74991, -0.66913, -1.07825], [2.29026, -1.62516, 1.95395], [1.76571, -3.45443, 0.50103], [0.52912, -3.15587, 1.43277], [0.37737, -2.65023, 0.02675], [1.01748, 0.38548, 1.75758], [0.08293, -0.87764, 2.37716], [-0.15952, 0.71461, -0.47647], [-2.15761, -1.01110, 1.04519], [-2.93440, 0.98419, -2.64444], [-1.17716, 0.18122, -2.42479], [-1.99839, 1.69501, -1.61211], [-4.07409, -1.26533, 0.42260], [-7.40647, -0.00916, -2.38223], [-8.06316, -2.02474, -3.74970], [-6.29438, -1.92549, -3.75185], [-7.10685, -3.34475, -2.55121], [-8.44418, -2.21818, -0.35674], [-9.32812, -1.26018, -1.59919], [-8.32319, -0.60848, -0.13372]], "forces_ev_per_angstrom": [[-3.75, 0.52, 2.49], [2.51, 0.96, 2.61], [5.61, 6.53, -0.53], [1.76, 0.26, 4.67], [-0.07, -1.45, 4.30], [-10.66, 2.14, -1.12], [-0.47, -6.90, 7.92], [-5.50, 6.24, 3.42], [1.27, -4.19, -0.65], [13.92, 2.02, 10.96], [-2.09, -7.16, -9.94], [-5.26, 3.71, 3.14], [5.96, 3.20, -3.32], [-2.75, -7.79, 5.43], [-1.41, -4.05, -6.93], [3.80, 5.11, 1.64], [-3.80, -2.73, -4.03], [1.19, -0.57, 3.63], [0.45, 2.39, -1.00], [-2.61, 0.67, 4.09], [2.64, -1.31, -2.94], [2.14, 0.46, 8.78], [0.41, -2.18, 0.33], [1.89, -0.50, -0.96], [-0.55, 0.84, -3.43], [-0.51, -2.42, 0.54], [-2.54, 0.23, -3.36], [1.15, -0.48, -2.30], [-0.41, -0.45, -1.60], [0.04, -1.06, 0.05], [-1.33, 2.63, -1.18], [2.86, -3.86, -0.56], [2.08, 0.06, -1.27], [-1.02, 1.97, -0.19], [3.31, 1.97, -6.08], [3.17, -3.37, -1.17], [0.87, -1.67, -0.03], [-0.32, 0.57, -1.41], [2.02, -1.76, -1.41], [-2.94, -1.91, 5.10], [-12.10, 4.08, -13.78], [3.97, 8.62, 2.06], [-2.25, -1.41, 3.06], [0.50, -2.75, 1.24], [-0.99, -1.49, 1.77], [1.56, -1.05, 0.76], [-1.98, 1.85, 1.46], [1.98, 5.42, 1.92], [0.32, 0.73, -3.24], [1.42, -1.97, -0.54], [0.22, -0.84, 0.55], [-1.27, -1.51, 0.81], [-0.41, 3.42, -1.57], [0.68, 0.79, -3.16], [-2.43, 0.43, -1.45], [-0.28, -0.99, -3.58]], "total_charge": 0, "homo_lumo_gap_ev": 7.9, "max_force_ha_per_bohr": 0.36534}


(3)
{"formula": "C19H35BF4N2O11P", "method": "ωB97M-V/def2-TZVPD", "species": ["C", "C", "C", "C", "N", "P", "C", "C", "C", "C", "F", "F", "C", "F", "F", "C", "N", "B", "O", "O", "H", "H", "H", "H", "H", "H", "H", "H", "H", "H", "H", "H", "H", "H", "H", "H", "H", "C", "O", "C", "O", "O", "C", "H", "H", "H", "H", "H", "H", "C", "O", "C", "O", "O", "C", "H", "H", "H", "H", "H", "H", "C", "O", "C", "O", "O", "C", "H", "H", "H", "H", "H", "H"], "xyz": [[1.78413, -3.92772, 7.98122], [2.16391, -2.76824, 6.96882], [0.89315, -1.90952, 6.54815], [0.70148, -1.77839, 4.99844], [1.50283, -0.95792, 4.21682], [2.81913, -0.07136, 5.02134], [4.44033, -0.20647, 4.09969], [2.35255, 1.69603, 5.42618], [1.07327, -1.00763, 2.86336], [1.67293, -0.20533, 1.67964], [0.57788, 0.34782, 0.99841], [2.46539, 0.85449, 2.04837], [2.37539, -1.18604, 0.61683], [1.39889, -1.45916, -0.37276], [3.44759, -0.61282, -0.01273], [-0.01811, -1.95561, 2.87120], [-0.23485, -2.41579, 4.19812], [-1.26582, -3.42685, 4.67203], [-2.57195, -3.10375, 5.02796], [-0.82061, -4.76633, 4.76453], [0.96055, -4.56032, 7.53797], [1.41344, -3.46210, 8.93025], [2.71684, -4.50746, 8.19459], [2.64308, -3.15964, 6.02753], [2.88579, -2.05438, 7.46150], [0.95883, -0.86064, 6.95928], [-0.04685, -2.34050, 7.00877], [4.48680, -1.23562, 3.65041], [5.27094, -0.13795, 4.85787], [4.61243, 0.59975, 3.33139], [3.29120, 2.32028, 5.43608], [1.52898, 2.13349, 4.80564], [1.98473, 1.69336, 6.49516], [2.59717, -2.18047, 1.08680], [-0.59357, -2.24116, 1.95268], [-3.06103, -2.79311, 4.23715], [-0.48323, -4.87269, 5.67968], [1.98834, 0.46270, -2.21247], [2.71921, 1.38206, -3.02281], [2.33676, 1.40692, -4.30613], [1.46225, 0.73799, -4.79643], [3.09342, 2.30269, -4.94697], [2.79338, 2.43695, -6.33705], [2.37840, 0.53141, -1.21095], [0.92940, 0.72767, -2.19041], [2.12330, -0.55838, -2.57065], [1.76686, 2.77748, -6.47824], [2.96185, 1.49477, -6.86005], [3.46691, 3.18683, -6.74843], [-1.68822, 0.05582, -4.03126], [-2.88836, -0.33007, -3.35504], [-3.13979, 0.36548, -2.24301], [-2.45897, 1.25192, -1.79123], [-4.28356, -0.09360, -1.71550], [-4.67952, 0.56486, -0.51414], [-1.58533, -0.57174, -4.91470], [-1.74499, 1.09596, -4.35304], [-0.81915, -0.10285, -3.39378], [-4.85462, 1.62592, -0.69577], [-3.92904, 0.42705, 0.26626], [-5.61242, 0.11175, -0.18203], [-4.20056, 1.99059, -5.37896], [-3.47094, 2.91074, -6.18894], [-3.85496, 2.93593, -7.47250], [-4.72893, 2.26872, -7.96156], [-3.09660, 3.83257, -8.11435], [-3.39776, 3.96652, -9.50345], [-3.80792, 2.05416, -4.36521], [-5.25897, 2.25351, -5.35474], [-4.06429, 0.96985, -5.73876], [-4.42414, 4.30758, -9.64382], [-3.23057, 3.02405, -10.02640], [-2.72408, 4.71593, -9.91585]], "forces_ev_per_angstrom": [[0.14, 0.90, -0.68], [-0.16, 0.19, 0.18], [-0.59, 0.16, -0.39], [0.19, 0.10, -0.37], [-1.25, -0.32, -0.94], [1.52, -0.15, 2.50], [-0.12, 0.47, -0.90], [-0.49, 0.24, 0.04], [-2.22, -2.18, 1.50], [-1.42, 0.46, -1.11], [1.32, -0.49, 1.10], [-0.71, -1.60, -0.08], [-0.83, -0.34, -0.98], [1.44, 0.14, 1.69], [-0.92, -0.93, 1.48], [1.93, 1.96, -0.71], [2.13, 2.47, -0.72], [-1.08, -2.19, 0.72], [1.58, -0.05, -1.78], [-0.05, 2.36, 1.02], [1.01, 0.38, 0.60], [0.27, -0.54, -0.77], [-1.05, 0.23, -0.14], [-0.34, 0.23, 1.07], [-0.67, -0.91, -0.66], [-0.05, -1.14, -0.50], [0.87, 0.32, -0.70], [0.01, 0.99, 0.29], [-1.11, -0.10, -0.53], [-0.19, -1.03, 0.60], [-0.98, -0.60, -0.37], [1.01, -0.17, 0.30], [0.38, -0.19, -1.17], [0.34, 1.01, -0.50], [0.45, 0.06, 1.39], [-0.06, 0.28, 0.86], [-0.08, -0.61, -0.63], [-0.34, 0.07, -0.19], [-0.03, 0.03, -0.20], [0.17, 0.21, -0.03], [0.08, 0.05, 0.14], [-0.11, -0.18, 0.22], [-0.03, 0.11, -0.44], [0.10, 0.49, -0.34], [0.04, -0.09, -0.13], [-0.09, 0.10, -0.08], [0.03, -0.17, 0.03], [-0.15, 0.02, 0.08], [0.05, -0.03, 0.28], [0.41, 0.05, -0.29], [-0.19, 0.07, 0.29], [0.00, -0.18, -0.24], [-0.12, -0.16, 0.03], [0.15, 0.01, -0.05], [-0.21, 0.12, 0.25], [-0.23, -0.07, 0.15], [0.12, -0.04, 0.17], [-0.09, 0.14, -0.03], [0.17, -0.04, 0.06], [0.04, 0.16, -0.10], [0.07, -0.11, -0.24], [-0.21, -0.22, 0.22], [0.05, 0.07, -0.12], [0.09, 0.10, -0.02], [0.15, 0.10, 0.11], [-0.05, -0.13, 0.21], [-0.02, 0.10, -0.40], [0.14, 0.24, -0.16], [0.05, -0.11, -0.15], [-0.15, 0.08, -0.06], [0.03, -0.18, 0.02], [-0.16, 0.02, 0.08], [0.05, -0.03, 0.27]], "total_charge": 1, "homo_lumo_gap_ev": 8.6, "max_force_ha_per_bohr": 0.06714}